DFT (ωB97M-V with the def2-TZVPD basis set) results for a 3-piece molecular cluster, C37H58IN4O11PS overall in a non-equilibrium geometry.

Its SMILES is COCCCCCCC[C@](CCCCOC(C)=O)(OC)[C@](CCCI)(O[C@@H](N)[PH2]=S)N(C(C)=O)C(C)=O.O=[N+]([O-])c1ccccc1.O=[N+]([O-])c1ccccc1. Its energy above the lowest of the compared OMol25 structures with the same formula, charge and spin is 20.4 kcal/mol. As for the HOMO-LUMO gap: 7.4 eV. The calculation puts the molecular weight at 924.83 g/mol. The HOMO energy comes out at -8.29 eV. The energy is -96010.0448 eV.

```
! RIJCOSX wB97M-V def2-TZVPD def2/J DEFGRID3
* xyz 0 1
C 0.6872 -5.0489 -0.4662
O 1.8964 -4.3858 -0.2054
C 2.5700 -4.9566 0.9038
C 3.5340 -3.9337 1.4976
C 2.9382 -3.2380 2.7307
C 1.7194 -2.4229 2.3551
C 1.2071 -1.5427 3.4785
C 0.0710 -0.6269 3.0097
C 0.6447 0.4752 2.0880
C -0.1351 0.6071 0.7681
C -1.5708 0.9539 1.1608
C -2.5445 1.5398 0.1449
C -3.9060 1.7635 0.8642
C -4.9147 0.7721 0.3569
O -5.2508 1.1612 -0.9904
C -6.4851 0.7546 -1.4140
C -6.8254 -0.7078 -1.3324
O -7.2758 1.5655 -1.8952
O 0.0640 -0.6582 0.1407
C -1.0383 -1.3104 -0.4392
C 0.5985 1.6655 -0.1704
C 0.4920 3.0317 0.4801
C 1.0278 4.2983 -0.2327
C -0.0582 5.3616 -0.4382
I 0.4118 6.6051 -2.1254
O 0.0282 1.4753 -1.4739
C -0.4189 2.5428 -2.2858
N 0.5318 3.0042 -3.2650
P -1.8992 1.9054 -3.2868
S -2.1071 2.6575 -5.0746
N 1.9827 1.1378 -0.2875
C 2.3645 0.6932 -1.6229
C 2.0575 -0.7139 -2.0225
O 2.9896 1.4456 -2.3647
C 3.0770 1.8190 0.3284
C 4.0424 0.9069 1.0547
O 3.3225 3.0043 0.2581
H 0.0269 -5.0590 0.4027
H 0.8578 -6.0636 -0.8151
H 0.1577 -4.5305 -1.2577
H 3.0870 -5.8674 0.6040
H 1.8234 -5.1885 1.6643
H 3.6565 -3.1609 0.7428
H 4.4830 -4.3976 1.7356
H 2.7317 -3.9821 3.4972
H 3.7139 -2.5825 3.1208
H 1.9899 -1.8123 1.4985
H 0.8860 -3.0372 2.0187
H 2.0035 -0.8858 3.8333
H 0.9117 -2.1440 4.3353
H -0.4517 -0.2099 3.8619
H -0.6020 -1.2532 2.4323
H 1.6563 0.1682 1.8763
H 0.5925 1.4081 2.6388
H -2.0779 0.1029 1.5996
H -1.4974 1.6695 1.9717
H -2.2426 2.5008 -0.2452
H -2.7459 0.8105 -0.6267
H -3.7548 1.6150 1.9274
H -4.3017 2.7545 0.6746
H -4.4817 -0.2282 0.3327
H -5.8149 0.7489 0.9662
H -6.1039 -1.3149 -0.7981
H -7.7798 -0.7920 -0.8269
H -6.9670 -1.1128 -2.3245
H -1.4488 -0.7259 -1.2578
H -1.8035 -1.6032 0.2765
H -0.6511 -2.2241 -0.8777
H -0.5237 3.2655 0.7754
H 1.0320 2.9596 1.4149
H 1.7606 4.7647 0.4121
H 1.5722 4.0899 -1.1393
H -1.0504 4.9473 -0.5564
H -0.0646 6.0469 0.3968
H -0.7965 3.4238 -1.7776
H 0.6609 2.2713 -3.9554
H 1.4443 3.1157 -2.8341
H -1.7159 0.5107 -3.3378
H -3.0517 2.1937 -2.5469
H 1.0121 -0.7658 -2.3060
H 2.6939 -1.0333 -2.8326
H 2.1543 -1.3874 -1.1765
H 5.0567 1.2419 0.8894
H 3.9384 -0.1291 0.7482
H 3.8307 0.9743 2.1180
O -2.4868 3.0711 3.9765
N -2.8771 4.1261 4.4339
O -3.9889 4.3203 4.8651
C -1.9240 5.2457 4.4471
C -0.6602 5.0537 3.9188
C 0.2289 6.1151 3.9088
C -0.1528 7.3459 4.4268
C -1.4231 7.5162 4.9603
C -2.3200 6.4604 4.9719
H -0.3702 4.0935 3.5184
H 1.2193 5.9831 3.4953
H 0.5420 8.1748 4.4136
H -1.7174 8.4742 5.3648
H -3.3105 6.5877 5.3816
O 0.6947 -7.6705 -2.4950
N 0.6449 -7.8175 -3.6981
O -0.1803 -8.4860 -4.2775
C 1.6620 -7.1269 -4.5047
C 2.6279 -6.3739 -3.8627
C 3.5922 -5.7364 -4.6252
C 3.5775 -5.8563 -6.0084
C 2.5941 -6.6106 -6.6344
C 1.6265 -7.2531 -5.8803
H 2.6332 -6.2813 -2.7867
H 4.3566 -5.1468 -4.1390
H 4.3348 -5.3604 -6.6005
H 2.5820 -6.7000 -7.7114
H 0.8599 -7.8421 -6.3603
*
```

=====

DFT (ωB97M-V with the def2-TZVPD basis set) results for C24H18FeN5O7S as an isolated structure in a non-equilibrium geometry.

Its energy above the lowest of the compared OMol25 structures with the same formula, charge and spin is 23.4 kcal/mol. As for the HOMO-LUMO gap (spin up / spin down): 7.4 / 4.1 eV. The calculation puts the molecular weight at 576.35 g/mol. Its expectation value of S² is 0.766. The HOMO energy (spin up / spin down) comes out at -8.57 / -8.57 eV. The energy is -92184.2916 eV.

```
! RIJCOSX wB97M-V def2-TZVPD def2/J DEFGRID3
* xyz 0 2
Fe -0.1534 -0.1401 -0.4300
O -0.4453 2.1845 -3.6424
C -0.3471 1.3142 -2.8081
O -0.5542 1.4381 -1.5219
C 0.0296 -0.1054 -3.2012
C 0.3052 -0.6043 -4.4603
C 0.6213 -1.9561 -4.5702
C 0.6401 -2.7767 -3.4451
C 0.3658 -2.2008 -2.2197
N 0.0918 -0.9061 -2.1453
C 0.3701 -2.8411 -0.8405
O 0.7434 -3.9866 -0.6919
O -0.0246 -2.0252 0.0944
H 0.2836 0.0560 -5.3164
H 0.8644 -2.3684 -5.5405
H 0.8791 -3.8293 -3.5003
C 4.1942 -2.9567 3.8743
C 3.5629 -3.2922 2.6852
C 2.5347 -2.4994 2.1978
C 2.1337 -1.3870 2.9314
C 2.7552 -1.0465 4.1299
C 3.7937 -1.8344 4.5925
N 1.0946 -0.6072 2.3538
N 0.4169 0.0398 3.1544
C -0.6738 0.7645 2.5777
C -1.4306 1.4451 3.5165
C -2.5360 2.1686 3.1082
C -2.8420 2.1875 1.7618
C -2.0261 1.4969 0.8831
N -0.9536 0.7835 1.2621
H 5.0054 -3.5692 4.2455
H 3.8672 -4.1718 2.1341
H 2.0037 -2.7522 1.2882
H 2.4301 -0.1682 4.6703
H 4.2970 -1.5747 5.5144
H -1.1301 1.3804 4.5519
H -3.1417 2.7040 3.8266
H -3.6907 2.7340 1.3771
H -2.2138 1.5336 -0.1809
N 1.8474 0.4612 -0.2785
C 2.6141 0.3998 -1.4756
C 3.2130 -0.8077 -1.8228
C 3.7697 -0.9550 -3.0767
C 3.7377 0.1103 -3.9700
C 3.2036 1.3357 -3.6010
C 2.6433 1.4837 -2.3428
S 4.3105 -0.1451 -5.6196
O 5.7600 0.0421 -5.6307
O 3.6420 0.8408 -6.4484
O 3.9628 -1.5174 -5.9555
H 2.1967 -0.1515 0.4520
H 1.7618 1.4056 0.0832
H 3.1915 -1.6426 -1.1302
H 4.1925 -1.9021 -3.3835
H 3.1761 2.1496 -4.3122
H 2.1627 2.4147 -2.0674
*
```

=====

DFT (ωB97M-V with the def2-TZVPD basis set) results for an isolated molecule of C3H6N2O2 in a non-equilibrium geometry.

Its SMILES is [H]/N=C/N(C)OC=O. Its energy above the lowest of the compared OMol25 structures with the same formula, charge and spin is 84.4 kcal/mol. As for the HOMO-LUMO gap: 10.3 eV. The calculation puts the molecular weight at 102.09 g/mol. The HOMO energy comes out at -9.44 eV. The energy is -10281.1371 eV.

```
! RIJCOSX wB97M-V def2-TZVPD def2/J DEFGRID3
* xyz 0 1
H -1.6764 -0.5470 -2.9751
N -1.4145 -0.8600 -2.0628
C -0.6276 0.0130 -1.5917
N -0.1270 -0.1678 -0.2618
C -0.8626 -1.0232 0.6420
O 0.2150 1.0841 0.3858
C 1.2176 1.0189 1.2701
O 1.7711 -0.0222 1.5217
H -0.1023 0.8973 -2.0135
H -1.0542 -1.9678 0.0613
H -0.2726 -1.2023 1.5393
H -1.9000 -0.5778 0.8538
H 1.5428 2.0445 1.6248
*
```

=====

DFT (ωB97M-V with the def2-TZVPD basis set) results for a 2-piece molecular cluster, C6H16N2O overall in a non-equilibrium geometry.

Its SMILES is CC(=O)C(C)C.CNN. Its energy above the lowest of the compared OMol25 structures with the same formula, charge and spin is 77.1 kcal/mol. As for the HOMO-LUMO gap: 8.2 eV. The calculation puts the molecular weight at 132.21 g/mol. The HOMO energy comes out at -7.23 eV. The energy is -11506.7114 eV.

```
! RIJCOSX wB97M-V def2-TZVPD def2/J DEFGRID3
* xyz 0 1
C -1.0823 0.8118 -1.6531
C -0.2955 0.8400 -0.3633
O -0.7254 1.4382 0.6174
C 1.3262 0.6929 -0.5666
C 1.9644 2.0741 -0.7008
C 2.1471 -0.1426 0.4145
H -0.6184 0.1300 -2.3685
H -1.1251 1.8171 -2.0757
H -2.1017 0.4722 -1.4528
H 1.4234 0.1978 -1.5404
H 2.0686 2.5558 0.2786
H 1.3684 2.7350 -1.3376
H 2.9680 2.0146 -1.1361
H 2.0678 0.2558 1.4328
H 1.8037 -1.1807 0.4295
H 3.2040 -0.1898 0.1300
C -1.9375 -1.2424 2.0088
N -0.9815 -1.5063 0.9420
N -1.5407 -2.0698 -0.2519
H -2.2588 -0.1978 2.0076
H -2.8496 -1.8439 1.9564
H -1.4682 -1.4300 2.9793
H -0.1331 -0.8829 0.9974
H -0.8559 -2.7033 -0.6714
H -2.3680 -2.6456 -0.0759
*
```

=====

DFT (ωB97M-V with the def2-TZVPD basis set) results for a 2-piece molecular cluster, C2H2N2O2S overall in a non-equilibrium geometry.

Its energy above the lowest of the compared OMol25 structures with the same formula, charge and spin is 131.1 kcal/mol. As for the HOMO-LUMO gap (spin up / spin down): 8.8 / 6.9 eV. The calculation puts the molecular weight at 118.12 g/mol. The HOMO energy (spin up / spin down) comes out at -10.26 / -8.57 eV. The energy is -20010.6663 eV.

```
! RIJCOSX wB97M-V def2-TZVPD def2/J DEFGRID3
* xyz 0 1
C -0.8913 1.0561 0.0095
C -0.9940 -0.1089 -0.7063
N -0.9146 1.9772 0.6697
N 1.6023 0.0433 -0.0051
O 2.4692 0.7751 -0.3666
O 1.5587 -0.9175 0.6773
S -0.8762 -1.6286 0.1227
H -0.6847 -0.2510 -1.7526
H -1.2694 -0.9457 1.3515
*
```

=====

DFT (ωB97M-V with the def2-TZVPD basis set) results for Cl3O6V3 as an isolated structure in a non-equilibrium geometry.

As for the HOMO-LUMO gap: 1.8 eV. The calculation puts the molecular weight at 355.18 g/mol. The HOMO energy comes out at -6.41 eV. The energy is -126904.4370 eV.

```
! RIJCOSX wB97M-V def2-TZVPD def2/J DEFGRID3
* xyz 0 1
O 24.3769 11.0334 -24.1781
V 24.7446 11.9898 -22.9818
O 23.7283 11.9100 -21.8161
O 22.8292 4.8883 -28.5095
V 23.4270 4.7760 -27.1037
O 24.2444 6.0288 -26.7376
O 24.8312 8.8053 -26.1956
V 25.2478 8.6526 -27.7557
O 25.9782 9.8607 -28.2229
Cl 26.0007 7.3432 -29.7644
Cl 22.6971 8.1017 -28.5093
Cl 27.6273 10.7981 -30.4473
*
```

=====

DFT (ωB97M-V with the def2-TZVPD basis set) results for C4H4O6Pr as an isolated structure in a non-equilibrium geometry.

Its energy above the lowest of the compared OMol25 structures with the same formula, charge and spin is 0.0 kcal/mol. As for the HOMO-LUMO gap (spin up / spin down): 5.1 / 6.9 eV. The calculation puts the molecular weight at 288.98 g/mol. Its expectation value of S² is 3.752. The HOMO energy (spin up / spin down) comes out at -15.46 / -17.27 eV. The energy is -30547.1444 eV.

```
! RIJCOSX wB97M-V def2-TZVPD def2/J DEFGRID3
* xyz 2 4
O 1.5073 -1.0837 -0.6115
C 0.5471 -0.4931 -0.0466
O 0.7400 0.6025 0.5567
O -0.6488 -1.0490 -0.1043
O -2.4756 -1.4787 1.1348
C -3.3056 -2.0754 0.2170
C -1.7068 -0.4544 0.6284
Pr 3.4274 0.5731 0.0947
H -4.2137 -2.4657 0.6730
H -2.8452 -2.4028 -0.7175
H -1.3377 0.1848 1.4356
C -2.7353 0.3702 -0.3312
O -3.5226 1.1393 0.1535
H -2.8884 0.9840 -2.1134
O -2.4170 0.3030 -1.6102
*
```

=====

DFT (ωB97M-V with the def2-TZVPD basis set) results for an isolated molecule of C2H3NO3 in a non-equilibrium geometry.

Its SMILES is O=CO/C=N/O. Its energy above the lowest of the compared OMol25 structures with the same formula, charge and spin is 79.1 kcal/mol. As for the HOMO-LUMO gap: 10.7 eV. The calculation puts the molecular weight at 89.05 g/mol. The HOMO energy comes out at -10.06 eV. The energy is -9752.6599 eV.

```
! RIJCOSX wB97M-V def2-TZVPD def2/J DEFGRID3
* xyz 0 1
O 1.7277 -1.4108 0.0064
C 1.8728 -0.2283 -0.0204
O 0.9121 0.7372 -0.0231
C -0.4289 0.4566 -0.0127
N -0.9459 -0.7035 -0.0633
O -2.3152 -0.7156 -0.0057
H 2.8508 0.2838 -0.0091
H -1.0051 1.3802 0.0365
H -2.6682 0.2003 0.0914
*
```